C8H9NO in the gas phase in a non-equilibrium geometry, computed with ωB97M-V with the def2-TZVPD basis set.

Element x y z (Å)
C (3.2421, 2.0831, -0.2216)
O (2.5242, 0.8494, -0.1345)
C (1.2346, 0.6600, -0.1748)
C (0.2690, 1.2834, -0.8303)
C (-0.9915, 1.0579, -0.6755)
N (-2.0958, 0.5446, -0.6894)
C (-1.9501, -0.7194, -0.0173)
C (-3.2321, -1.5046, -0.1296)
C (-0.7906, -1.2519, 0.4968)
C (0.7075, -0.6999, 0.6027)
H (2.6874, 2.8871, 0.0830)
H (3.5977, 2.2261, -1.2724)
H (4.1377, 1.9028, 0.4493)
H (-4.1224, -0.8418, 0.2352)
H (-3.2868, -2.4101, 0.6103)
H (-3.3799, -1.8067, -1.1337)
H (-0.8941, -2.2436, 1.0679)
H (0.9136, -0.5317, 1.6160)
H (1.4297, -1.4846, 0.1178)

Computed properties:
- SMILES: COC1=C=C=NC(C)=CC1
- Total charge: 0
- Orbital gap: 8.653 eV
- E_tot: -11973.996 eV
- HOMO level: -8.3055 eV

***

3 unconnected molecules or ions with the total composition C7H13NO in a non-equilibrium geometry, computed with ωB97M-V with the def2-TZVPD basis set.

Element x y z (Å)
C (2.0929, -0.4796, -0.0908)
C (-0.5232, -2.0480, -0.2742)
C (0.2437, 1.8338, 0.8962)
C (2.5608, 0.4376, -1.1794)
C (-2.4039, 0.4350, 0.7908)
C (-0.1454, -0.6838, 0.0780)
C (-0.0500, 0.4912, 0.4244)
N (-3.3808, -0.1581, 0.0414)
O (-2.6642, 1.1122, 1.7646)
H (-4.3579, 0.0398, 0.2478)
H (-3.1557, -0.5378, -0.8615)
H (2.1720, -1.5378, -0.3238)
H (2.4618, -0.2710, 0.9092)
H (-1.5616, -2.2315, 0.0052)
H (-0.4021, -2.2233, -1.3461)
H (0.0999, -2.7675, 0.2619)
H (1.1457, 1.8417, 1.5113)
H (0.3728, 2.5243, 0.0603)
H (-0.5966, 2.1748, 1.5084)
H (2.0009, 0.2808, -2.1053)
H (3.6225, 0.2769, -1.4185)
H (2.4683, 1.4901, -0.8999)

Computed properties:
- Total charge: 0
- Orbital gap (spin up / spin down): 7.724 / 6.675 eV
- E_tot: -11001.688 eV
- HOMO level (spin up / spin down): -6.8623 / -6.1931 eV

***

A molecular structure, Cl8Hf2O32 in a non-equilibrium geometry, computed with ωB97M-V with the def2-TZVPD basis set.

Element x y z (Å)
Hf (1.2599, 3.0837, -2.0617)
Hf (-2.6711, -0.5693, 0.9793)
Cl (3.3119, 0.5257, -3.3187)
O (4.2619, 0.5907, -2.1777)
O (2.7609, -0.8323, -3.5277)
O (2.2379, 1.4637, -3.0207)
O (4.1209, 0.8677, -4.6047)
Cl (-1.9261, -2.6353, 3.6693)
O (-1.9701, -1.5733, 2.6083)
O (-3.1921, -2.6423, 4.4193)
O (-1.8691, -4.0103, 3.0533)
O (-0.7591, -2.3293, 4.5643)
Cl (3.1389, 2.0647, 0.6623)
O (3.3569, 0.6107, 1.0573)
O (4.5379, 2.6547, 0.3403)
O (2.4269, 2.1987, -0.6187)
O (2.3979, 2.8247, 1.7013)
Cl (0.2649, -0.7013, -1.0807)
O (0.4729, 0.8297, -1.4117)
O (-0.6481, -0.7943, 0.1783)
O (-0.3291, -1.5293, -2.1907)
O (1.5889, -1.2473, -0.8107)
Cl (-1.9231, 2.1197, -2.8087)
O (-3.1971, 2.8727, -2.8717)
O (-2.1351, 1.2447, -1.5897)
O (-1.6411, 1.1967, -3.9757)
O (-0.6891, 3.0587, -2.5477)
Cl (-1.0591, 3.2667, 0.7853)
O (0.1789, 3.1857, -0.0157)
O (-2.0451, 4.0497, 0.0783)
O (-1.4851, 1.8227, 0.8003)
O (-0.8041, 3.8297, 2.1733)
Cl (-3.5731, -2.7023, -0.5657)
O (-4.7221, -3.5603, -0.2417)
O (-3.0441, -2.8763, -1.9887)
O (-3.8671, -1.2843, -0.4177)
O (-2.3941, -2.7593, 0.5403)
Cl (1.9469, -2.4973, 2.8633)
O (3.0119, -1.3983, 3.0743)
O (1.5959, -3.0903, 4.1353)
O (0.7129, -1.7913, 2.3073)
O (2.3589, -3.5373, 1.8553)

Computed properties:
- Total charge: 0
- Orbital gap: 2.234 eV
- E_tot: -168239.547 eV
- HOMO level: -8.0804 eV

***

A molecular structure, C7H6O in a non-equilibrium geometry, computed with ωB97M-V with the def2-TZVPD basis set.

Element x y z (Å)
C (2.8756, 0.2009, -0.0456)
C (1.7719, -0.3016, -0.0700)
C (0.3840, -0.7747, -0.0757)
C (-0.6296, -0.3715, 0.9802)
C (-0.7441, -0.2123, -0.9657)
C (-0.8445, 1.1810, -0.5987)
C (-0.7064, 1.1530, 0.7083)
H (3.8812, 0.6071, 0.1084)
H (0.2929, -1.8566, -0.0208)
H (-0.8395, -0.6801, 2.0070)
H (-0.9982, -0.4714, -2.0222)
H (-1.2757, 1.9987, -1.2067)
H (-0.6944, 1.9954, 1.3711)
O (-1.6260, -0.8553, 0.0208)

Computed properties:
- Total charge: 0
- Orbital gap: 10.484 eV
- E_tot: -9398.468 eV
- HOMO level: -9.4150 eV

***

C4H5N3 in the gas phase in a non-equilibrium geometry, computed with ωB97M-V with the def2-TZVPD basis set.

Element x y z (Å)
C (-1.9635, -0.2384, 1.7774)
C (-1.6058, 0.2130, 0.5635)
C (-0.3278, 0.1156, 0.0346)
C (0.9944, -0.3351, 0.5045)
N (1.7820, -0.2432, -0.5491)
N (1.1740, 0.2330, -1.5181)
N (-0.1224, 0.4457, -1.1804)
H (-3.1125, -0.4771, 2.0762)
H (-1.2327, -0.6192, 2.4831)
H (-2.3704, 0.3151, -0.1658)
H (1.4028, -0.7463, 1.3841)
H (2.8941, -0.0513, -0.3246)

Computed properties:
- SMILES: C=Cc1c[nH]nn1
- Total charge: 0
- Orbital gap: 9.290 eV
- E_tot: -8695.945 eV
- HOMO level: -8.8065 eV

***

A molecular structure, C9H25BN4OP2Pt in a non-equilibrium geometry, computed with ωB97M-V with the def2-TZVPD basis set.

Element x y z (Å)
Pt (-0.1026, -0.0228, 1.0665)
H (3.7864, 0.3680, -2.8483)
H (-1.1361, 0.6625, 0.0748)
P (0.0086, -2.1701, 0.2366)
P (0.0102, 2.1958, 0.3077)
C (1.7083, 2.7997, 0.4926)
H (1.7225, 3.8796, 0.2889)
H (2.0756, 2.6150, 1.5074)
H (2.3695, 2.2946, -0.2230)
C (-0.4287, 2.6664, -1.4026)
H (-1.5033, 2.5019, -1.5499)
H (-0.1968, 3.7334, -1.5291)
H (0.1226, 2.0654, -2.1364)
C (-1.0363, 3.2493, 1.3382)
H (-0.8580, 3.0374, 2.3968)
H (-0.8078, 4.3006, 1.1221)
H (-2.0850, 3.0411, 1.0937)
C (0.7867, -2.4460, -1.4026)
H (0.9138, -3.5258, -1.5769)
H (0.1440, -2.0271, -2.1885)
H (1.7696, -1.9593, -1.4415)
C (1.0203, -3.1193, 1.4305)
H (0.5990, -2.9928, 2.4363)
H (1.0264, -4.1852, 1.1613)
H (2.0458, -2.7262, 1.4260)
C (-1.5432, -3.1157, 0.0421)
H (-1.9419, -2.9421, -0.9658)
H (-1.3381, -4.1882, 0.1727)
H (-2.2800, -2.7898, 0.7841)
C (-1.5264, -0.1709, 2.3222)
O (-2.5145, -0.2101, 2.9244)
H (-3.4260, -1.1305, -4.5840)
H (-3.5815, 0.5266, -4.5926)
H (-1.1238, 0.9911, -3.9945)
H (-0.8305, -1.0249, -4.2854)
B (-1.5868, -0.1031, -4.2179)
N (-2.9392, -0.2444, -4.5096)
H (3.0621, 0.3638, -2.8254)
N (1.3573, 0.1754, 2.5251)
C (1.8201, 0.1016, 3.6054)
N (2.5287, 0.1050, 4.6540)
C (2.1041, -0.1736, 5.8786)
N (1.8045, -0.4063, 6.9859)

Computed properties:
- Spin multiplicity: 4
- Total charge: +1
- Orbital gap (spin up / spin down): 5.623 / 5.072 eV
- E_tot: -40235.960 eV
- HOMO level (spin up / spin down): -8.1550 / -12.1379 eV

***

6 unconnected molecules or ions with the total composition C20H26Cl8N2O4 in a non-equilibrium geometry, computed with ωB97M-V with the def2-TZVPD basis set.

Element x y z (Å)
O (2.2086, 1.8578, -1.1651)
N (1.8325, 2.9932, -1.4042)
O (0.7024, 3.3693, -1.1422)
C (2.8064, 3.9404, -1.8888)
C (2.3631, 5.2449, -2.1287)
C (3.2887, 6.2398, -2.3947)
C (4.6381, 5.9419, -2.3356)
C (5.0618, 4.6230, -2.2229)
C (4.1698, 3.6260, -1.9604)
H (1.3144, 5.4745, -2.0049)
H (2.9705, 7.2609, -2.5539)
H (5.3829, 6.7264, -2.2812)
H (6.1243, 4.4172, -2.2372)
H (4.4607, 2.6012, -1.7771)
O (-3.5595, -1.4449, -1.4789)
N (-3.8128, -2.3441, -0.7084)
O (-4.3672, -2.1940, 0.3551)
C (-3.4623, -3.7218, -1.0815)
C (-3.6994, -4.7663, -0.2039)
C (-3.4760, -6.0654, -0.6448)
C (-3.0292, -6.3201, -1.9387)
C (-2.6466, -5.2387, -2.7340)
C (-2.9354, -3.9433, -2.3452)
H (-4.1366, -4.5556, 0.7616)
H (-3.7936, -6.9090, -0.0460)
H (-2.8896, -7.3547, -2.2173)
H (-2.2533, -5.4157, -3.7266)
H (-2.7044, -3.1203, -3.0056)
Cl (0.7293, -1.2822, -1.4995)
C (0.6168, -0.7193, 0.2056)
C (-0.8066, -1.0630, 0.6666)
Cl (-1.0017, -0.6231, 2.3710)
H (0.8924, 0.3316, 0.1931)
H (1.3306, -1.2654, 0.8169)
H (-0.8007, -2.1481, 0.5670)
H (-1.6061, -0.6475, 0.0628)
Cl (0.2802, -3.5022, 4.2425)
C (-1.2971, -4.1650, 3.7460)
C (-2.4583, -3.3546, 4.2661)
Cl (-2.7572, -3.7274, 5.9989)
H (-1.3257, -5.1746, 4.1474)
H (-1.3136, -4.2200, 2.6584)
H (-3.3484, -3.5601, 3.6719)
H (-2.3043, -2.2828, 4.2404)
Cl (5.3360, 3.6543, 1.1796)
C (4.0025, 2.6029, 1.7172)
C (4.1651, 1.1605, 1.2384)
Cl (5.6755, 0.4063, 1.8230)
H (2.9984, 2.9475, 1.4707)
H (3.9866, 2.5364, 2.8066)
H (4.1688, 1.0532, 0.1580)
H (3.2355, 0.6839, 1.5587)
Cl (-2.6370, 4.4933, 0.7663)
C (-2.0623, 2.8282, 0.4657)
C (-2.4482, 2.3228, -0.9208)
Cl (-4.2149, 2.5523, -1.2231)
H (-2.4978, 2.2594, 1.2811)
H (-0.9803, 2.8567, 0.5493)
H (-2.2126, 1.2658, -1.0229)
H (-1.9033, 2.8576, -1.6918)

Computed properties:
- SMILES: O=[N+]([O-])c1ccccc1.O=[N+]([O-])c1ccccc1.ClCCCl.ClCCCl.ClCCCl.ClCCCl
- Total charge: 0
- Orbital gap: 9.188 eV
- E_tot: -132506.510 eV
- HOMO level: -10.2892 eV

***

A molecular structure, C25H17AsMgNO5S, computed with ωB97M-V with the def2-TZVPD basis set.

Element x y z (Å)
Mg (-0.0906, -0.1029, 0.2907)
O (5.1108, 2.9742, -0.1105)
C (4.0091, 2.1809, -0.0525)
C (3.4096, 1.6809, -1.2084)
C (2.2936, 0.8901, -1.0533)
N (1.8276, 0.6045, 0.1571)
C (2.3651, 1.1125, 1.2654)
C (3.4849, 1.9111, 1.2084)
C (1.5252, 0.7820, 2.5133)
O (2.0070, 1.0071, 3.6136)
O (0.3587, 0.3345, 2.2033)
C (1.3990, 0.3300, -2.1721)
O (1.7994, 0.4022, -3.3257)
O (0.2745, -0.0972, -1.7206)
H (5.3426, 3.1099, -1.0359)
H (3.7783, 1.9029, -2.2040)
H (3.9213, 2.3209, 2.1098)
S (-1.9434, -1.6395, 0.3968)
C (-3.3218, -0.7563, -0.2662)
C (-4.4829, -1.5138, -0.5341)
C (-5.6478, -0.9472, -1.0094)
C (-5.7199, 0.4253, -1.2419)
C (-4.6008, 1.1926, -0.9862)
C (-3.4112, 0.6281, -0.5140)
As (-1.8886, 1.8099, -0.2004)
C (-1.4879, 2.4322, -2.0040)
C (-2.0125, 1.8401, -3.1451)
C (-1.6035, 2.2694, -4.4022)
C (-0.6716, 3.2902, -4.5276)
C (-0.1387, 3.8818, -3.3889)
C (-0.5414, 3.4480, -2.1328)
C (-2.8287, 3.3631, 0.4919)
C (-3.2358, 3.3030, 1.8247)
C (-3.9419, 4.3533, 2.3923)
C (-4.2375, 5.4808, 1.6343)
C (-3.8234, 5.5482, 0.3106)
C (-3.1201, 4.4921, -0.2614)
H (-4.4328, -2.5795, -0.3493)
H (-6.5105, -1.5775, -1.1963)
H (-6.6294, 0.8858, -1.6083)
H (-4.6489, 2.2608, -1.1620)
H (-2.7188, 1.0264, -3.0535)
H (-2.0004, 1.7872, -5.2878)
H (-0.3422, 3.6090, -5.5101)
H (0.6033, 4.6664, -3.4786)
H (-0.1074, 3.8969, -1.2464)
H (-3.0023, 2.4281, 2.4197)
H (-4.2572, 4.2944, 3.4275)
H (-4.7854, 6.3050, 2.0758)
H (-4.0492, 6.4247, -0.2858)
H (-2.8087, 4.5516, -1.2967)

Computed properties:
- Total charge: -1
- Orbital gap: 7.073 eV
- E_tot: -115054.293 eV
- HOMO level: -4.6353 eV